No. 1
{
  "formula": "C34H30BrCuN4S3Te",
  "method": "ωB97M-V/def2-TZVPD",
  "species": ["Cu", "S", "C", "N", "C", "C", "N", "C", "C", "C", "C", "C", "C", "C", "C", "S", "C", "C", "C", "C", "C", "C", "C", "H", "H", "H", "H", "H", "H", "H", "H", "H", "H", "H", "H", "H", "H", "H", "H", "H", "H", "Br", "C", "C", "C", "C", "C", "C", "N", "C", "C", "C", "C", "C", "C", "N", "H", "H", "H", "H", "H", "H", "H", "H", "H", "Te", "C", "C", "C", "C", "S", "H", "H", "H"],
  "xyz": [[-0.9528, -1.9287, 0.8864], [-2.2069, -1.6877, -1.0666], [-0.9528, -1.3689, -2.0976], [-1.1171, -0.7717, -3.2807], [0.0225, -0.5163, -4.1612], [1.1919, -0.0881, -3.3388], [1.4911, -1.1616, -2.3822], [2.8744, -1.3057, -1.8771], [3.9129, -0.7647, -2.8243], [4.3067, -1.5105, -3.9324], [5.2563, -1.0148, -4.8151], [5.8280, 0.2330, -4.5921], [5.4473, 0.9789, -3.4848], [4.4925, 0.4801, -2.6048], [0.4949, -1.7338, -1.6918], [0.7815, -2.7158, -0.3886], [-2.3801, -0.1428, -3.6964], [-2.3140, 1.3583, -3.5284], [-2.4543, 2.1924, -4.6305], [-2.3483, 3.5730, -4.4891], [-2.0893, 4.1230, -3.2418], [-1.9477, 3.2926, -2.1330], [-2.0628, 1.9176, -2.2745], [-0.2547, 0.2718, -4.8576], [0.2703, -1.4164, -4.7304], [0.9693, 0.8457, -2.8124], [2.0555, 0.0708, -3.9745], [3.0444, -2.3626, -1.6950], [2.9345, -0.8103, -0.9038], [3.8635, -2.4874, -4.1027], [5.5573, -1.6040, -5.6728], [6.5754, 0.6176, -5.2760], [5.8936, 1.9490, -3.3030], [4.1940, 1.0631, -1.7385], [-3.1835, -0.5828, -3.1169], [-2.5406, -0.3899, -4.7467], [-2.6537, 1.7627, -5.6082], [-2.4621, 4.2142, -5.3551], [-1.9894, 5.1962, -3.1304], [-1.7423, 3.7137, -1.1555], [-1.9530, 1.2780, -1.4035], [1.5646, 5.0981, 0.3073], [0.8673, 3.4246, 0.8746], [0.3568, 3.2758, 2.1498], [-0.1740, 2.0558, 2.5553], [-0.2211, 0.9433, 1.6854], [0.3364, 1.1369, 0.4043], [0.8654, 2.3486, -0.0005], [-0.7692, -0.2797, 1.9788], [-1.1618, -0.5230, 3.2927], [-1.9670, -1.7863, 3.4702], [-2.7906, -1.9578, 4.5789], [-3.4917, -3.1383, 4.7209], [-3.3606, -4.1268, 3.7534], [-2.5347, -3.8763, 2.6764], [-1.8546, -2.7337, 2.5266], [0.3710, 4.1122, 2.8377], [-0.5542, 1.9841, 3.5639], [0.3457, 0.2879, -0.2716], [1.2815, 2.4633, -0.9953], [-1.6410, 0.2948, 3.8351], [-2.8591, -1.1703, 5.3211], [-4.1370, -3.2898, 5.5787], [-3.8924, -5.0660, 3.8258], [-2.3978, -4.6114, 1.8931], [0.6926, -0.9064, 4.5849], [-0.2222, -0.7475, 6.4569], [-0.1641, -1.6290, 7.5001], [-0.8970, -1.1925, 8.6486], [-1.5167, 0.0017, 8.4489], [-1.1865, 0.6064, 6.8801], [0.3787, -2.5639, 7.4488], [-0.9694, -1.7560, 9.5699], [-2.1498, 0.5540, 9.1280]],
  "mulliken_charge": [-0.545, -0.318, 0.974, 0.086, -1.142, 0.053, 0.328, -1.048, -0.290, -0.071, -0.602, -0.393, -0.731, -0.045, -0.131, -0.292, -1.531, 0.554, -0.384, -0.586, -0.506, -0.614, -0.005, 0.433, 0.328, -0.220, 0.531, 0.633, 0.463, 0.422, 0.393, 0.388, 0.401, 0.421, 0.527, 0.418, 0.356, 0.378, 0.397, 0.455, 0.454, -0.237, -0.383, -0.859, -0.409, 0.365, 0.254, -0.315, -0.126, -0.603, 0.980, -0.799, -0.369, -0.831, -0.030, -0.412, 0.406, 0.359, 0.153, 0.431, 0.708, 0.380, 0.439, 0.390, 0.466, 0.331, 0.095, -0.465, -0.374, -0.545, -0.116, 0.406, 0.367, 0.404],
  "homo_ev": -6.271,
  "multiplicity": 1,
  "e_above_lowest_kj_mol": 0.00,
  "charge": 0,
  "energy_ev": -196186.952
}

=====

No. 2
{
  "formula": "C4H8Si2",
  "method": "ωB97M-V/def2-TZVPD",
  "species": ["C", "C", "C", "C", "Si", "Si", "H", "H", "H", "H", "H", "H", "H", "H"],
  "xyz": [[0.0628, -1.2975, 1.4490], [-1.1889, -1.1052, 1.0719], [0.2697, 0.6602, -0.5869], [0.5050, 1.9053, -1.0212], [1.3694, -0.2835, 0.5219], [-1.3645, -0.2638, -0.6054], [0.0520, -1.8352, 2.3631], [-1.9100, -1.3947, 1.8366], [-0.2864, 2.4246, -1.4118], [1.3444, 2.2987, -0.6011], [1.9474, 0.6550, 1.4362], [2.4331, -1.2003, -0.0821], [-1.2669, -1.4286, -1.5922], [-2.6966, 0.4386, -0.8776]],
  "nbo_charge": [-0.587, -0.583, -0.869, -0.296, 1.104, 1.065, 0.218, 0.218, 0.191, 0.187, -0.178, -0.155, -0.164, -0.150],
  "homo_ev": -9.786,
  "multiplicity": 1,
  "e_above_lowest_kj_mol": 0.00,
  "charge": 0,
  "energy_ev": -20030.415
}

=====

- What is the multiplicity in the first record?
  1

=====

- What is the multiplicity in the first record?
  1

=====

- Which formula does entry 2 have?
  C4H8Si2

=====

- Number 2 is which compound?
  C4H8Si2